Entry 1:
The following is a DFT calculation (ωB97M-V/def2-TZVPD) of the molecule C19H19NO4.

Computed properties:
Orbital gap: 9.2 eV
Strongest force on any atom: 0.70 eV/A
LUMO energy: 0.74 eV
SMILES string: O=C(NC[C@H]1OCCc2ccccc21)[C@@H]1COc2ccccc2O1
Energy relative to the best compared isomer or geometry (same formula, charge and spin): 1.450 eV

The geometry in XYZ format:
```
43
Properties=species:S:1:pos:R:3:forces:R:3
N 0.37285 -0.26512 -0.10708 0.08 -0.37 -0.18
H 0.91170 -1.10430 0.05392 0.09 0.20 0.03
C -1.87460 -1.26520 0.17684 0.30 -0.01 -0.36
C -3.89418 0.16763 0.35774 -0.02 0.00 0.00
C -2.48330 -0.25937 2.28759 -0.25 0.23 0.38
C -5.20946 -1.27620 -1.61714 -0.07 -0.02 -0.12
H -5.72233 -1.83764 -2.38368 -0.05 -0.04 -0.07
C 2.78166 1.96445 1.24322 -0.18 -0.14 0.55
C 0.63871 0.80077 0.67006 0.49 -0.39 -0.03
H -3.26420 -0.91973 2.69835 0.11 0.13 -0.01
H 4.51277 1.88899 -2.28946 0.02 0.13 -0.05
C 3.66078 0.88785 -0.62348 0.09 -0.09 0.06
H 3.80385 -2.43537 -0.03866 -0.03 -0.12 0.07
H 3.65981 1.94331 1.90367 -0.11 -0.01 -0.08
H -2.36155 1.49995 1.06856 -0.03 0.03 0.05
H -5.64485 1.38946 0.41480 -0.06 0.09 0.06
C -3.94320 -1.65959 -1.21221 0.06 0.04 0.09
H 1.68463 0.61071 2.52957 0.01 0.07 -0.17
C 3.44366 -0.34198 0.00114 0.10 0.06 -0.12
O -0.05039 1.79728 0.73507 -0.14 0.33 0.18
H 5.10303 -2.34990 -2.14831 0.03 -0.08 -0.04
C 4.87993 -0.22952 -2.36837 0.03 0.04 -0.04
O 3.19276 2.06148 -0.10029 0.02 -0.14 -0.42
H -1.90321 0.15753 3.11473 -0.10 -0.02 -0.03
C -0.91807 -0.41728 -0.72046 -0.19 0.02 0.25
H -1.32415 0.58791 -0.85153 -0.01 -0.15 -0.06
C -5.16722 0.53741 -0.04677 0.08 -0.01 -0.02
O -1.56455 -1.02883 1.54079 0.02 -0.03 -0.18
C -3.28246 -0.93939 -0.22868 -0.08 -0.09 0.09
H -3.46544 -2.51969 -1.65903 0.05 -0.12 -0.04
H -6.80710 0.12311 -1.35447 -0.09 0.02 -0.02
C 3.97233 -1.50114 -0.55131 -0.09 0.18 0.13
H -0.81310 -0.89493 -1.69676 -0.08 0.06 0.02
C -3.14344 0.84382 1.46173 0.20 -0.21 0.07
H 5.43102 -0.18345 -3.29480 0.05 0.01 -0.08
C -5.81864 -0.17518 -1.03806 -0.09 -0.01 -0.04
H -1.65691 -2.32871 0.00332 -0.10 0.15 -0.02
H 2.17798 2.84957 1.44829 0.07 -0.16 0.03
C 1.95047 0.69684 1.46993 -0.13 0.69 0.08
H -3.80990 1.43590 2.08899 -0.02 0.01 0.02
O 2.70372 -0.45424 1.15851 0.17 -0.20 -0.13
C 4.69410 -1.44434 -1.72788 -0.01 -0.08 -0.02
C 4.37104 0.93019 -1.81730 -0.12 0.01 0.20
```
Positions in Å, forces in eV/Å.

***

Entry 2:
The following is a DFT calculation (ωB97M-V/def2-TZVPD) of a structure of composition C19H19OS4TeV.

Computed properties:
Orbital gap (alpha / beta): 6.1 / 6.9 eV
Strongest force on any atom: 0.79 eV/A
LUMO energy (alpha / beta): -1.06 / -0.70 eV
2S+1: 3
⟨S²⟩: 2.0746
Energy relative to the best compared isomer or geometry (same formula, charge and spin): 0.413 eV

The geometry in XYZ format:
```
45
Properties=species:S:1:pos:R:3:forces:R:3
C 1.33945 -1.48183 -2.69014 0.06 0.06 0.02
H -1.69045 -1.74703 -4.17815 0.00 -0.02 0.01
H -0.04989 -4.08621 -3.95715 0.01 0.01 -0.01
V -0.36348 -0.37742 -1.37039 -0.74 0.25 0.12
H 0.44260 2.64084 5.22922 0.00 -0.01 -0.01
H 2.67973 -2.21372 1.39992 0.00 -0.03 -0.01
Te -0.27537 -2.30747 0.46309 0.18 0.13 -0.11
S -0.76582 4.07731 -1.39776 0.02 -0.07 -0.02
C 1.54057 -0.60422 2.28544 0.00 -0.05 -0.02
H -1.31195 0.66097 -4.51005 -0.01 0.02 0.03
H 2.84984 0.58548 3.48936 -0.03 -0.01 -0.01
C 0.17649 -2.10411 -3.18239 -0.06 0.00 -0.05
C -0.55176 0.06648 -4.02254 0.09 0.00 0.10
H -2.45119 -1.82963 2.65093 -0.01 -0.01 0.00
H 3.64353 -0.80412 1.87514 -0.03 0.01 0.00
H 0.71110 -4.01494 -2.36057 0.02 -0.01 0.03
C -2.18840 4.35820 -2.42115 0.01 0.08 -0.08
H -1.02563 -3.75657 -2.52672 -0.01 0.00 -0.01
H 2.05399 -2.07040 -2.13331 0.05 -0.03 -0.02
S -2.62071 0.16240 -1.47201 0.29 -0.17 0.09
H 1.06940 1.30457 6.18900 0.01 0.01 -0.01
C 1.13903 1.80157 5.21858 -0.02 -0.07 -0.05
C 0.59428 0.67061 -3.52729 -0.09 -0.06 -0.02
H -1.29348 0.88651 4.44929 0.02 -0.02 -0.03
C -2.15433 1.82348 -1.67345 0.03 0.16 -0.01
C -0.76508 -1.30607 -3.83164 0.06 0.01 0.06
C 2.68958 -1.12597 1.45634 -0.10 0.08 0.07
C -1.05328 2.37251 -1.09306 -0.04 0.13 -0.09
H 0.73773 1.73705 -3.62478 0.01 0.03 0.00
C -0.05647 -3.57571 -2.99289 -0.01 0.02 0.00
C 1.81802 0.29756 3.31107 -0.01 0.01 0.02
C -2.26881 -0.75643 2.58180 0.06 0.04 0.04
C 1.54350 -0.11131 -2.84992 0.03 -0.02 0.03
H -2.91021 -0.24722 3.30186 0.03 -0.01 -0.01
H 2.62393 -0.74978 0.43156 0.01 -0.02 -0.03
C 0.20889 -0.96820 2.04970 0.03 -0.03 0.05
C 0.81669 0.84053 4.10308 0.08 0.02 0.01
C -0.49437 0.46220 3.84811 -0.04 0.02 0.03
H -2.56060 -0.44447 1.57626 0.00 0.00 0.00
S 0.03579 1.51091 -0.04960 0.06 -0.31 -0.09
S -3.14543 2.88163 -2.66494 0.03 -0.07 0.00
C -0.82064 -0.43105 2.83511 -0.03 -0.01 -0.07
O -2.46335 5.41826 -2.90850 0.01 -0.07 0.05
H 2.41737 0.35736 -2.42322 0.06 0.01 0.00
H 2.14920 2.19747 5.11677 -0.01 0.00 0.01
```
Positions in Å, forces in eV/Å.

***

Entry 3:
The following is a DFT calculation (ωB97M-V/def2-TZVPD) of a structure of composition C19H20AuN3OS2.

Computed properties:
Orbital gap (alpha / beta): 7.3 / 5.9 eV
Strongest force on any atom: 1.80 eV/A
LUMO energy (alpha / beta): -7.18 / -9.03 eV
2S+1: 3
Total charge: +2
⟨S²⟩: 2.0201
Energy relative to the best compared isomer or geometry (same formula, charge and spin): 0.000 eV

The geometry in XYZ format:
```
46
Properties=species:S:1:pos:R:3:forces:R:3
H 3.66211 3.98217 0.24198 0.12 0.05 0.18
C 2.66669 1.57520 -1.89252 0.00 -0.08 -0.16
C -0.98552 3.11457 1.03737 0.19 0.29 -0.14
H -3.98786 0.44499 0.42335 -0.15 -0.08 0.04
C -0.42313 2.46805 -0.03437 -0.20 -0.12 0.30
C 2.49677 4.29203 -1.52125 -0.01 0.07 0.04
N -0.42114 -2.88712 0.43993 0.04 0.51 -0.16
H -3.19389 -0.23527 3.84014 0.05 -0.08 0.09
H -0.77889 4.17904 1.14764 0.04 0.10 -0.03
C -2.74723 -0.99786 3.20089 -0.05 -0.02 0.39
H 2.45177 5.35838 -1.38822 -0.01 0.24 0.03
C 4.60451 -0.15838 -2.75847 -0.35 0.06 -0.05
H 3.82610 1.53368 -0.09270 0.16 -0.17 0.21
C -1.91523 -1.02116 0.91697 0.25 1.00 -0.30
H 1.47033 1.87437 -3.63994 -0.15 -0.12 -0.29
H 4.70739 0.41000 -3.68095 -0.08 0.05 -0.04
H 1.34299 4.32211 -3.32053 -0.10 0.11 -0.13
C -4.08616 -0.06769 1.38246 -0.23 0.76 -0.17
S 2.85466 -0.15489 -2.28915 0.83 0.33 0.04
H -3.16521 -5.41053 1.49587 -0.10 -0.09 0.02
H 0.77629 -4.49042 0.09220 0.18 -0.22 -0.08
H -4.50468 0.61851 2.11240 -0.20 0.06 -0.02
C 1.87483 3.71225 -2.61064 -0.05 -0.07 -0.11
C -0.20381 -4.19017 0.41129 -0.23 -1.08 0.15
C -1.15687 -5.14401 0.78511 0.35 0.40 -0.10
Au 1.17759 -1.77351 -0.28565 0.52 -0.43 0.36
C -1.62952 -2.45014 0.85240 -0.40 -0.14 0.38
O 2.92663 -0.89286 -0.92841 -0.30 -0.04 0.04
N -0.42126 0.01444 -0.97431 -0.96 1.20 0.93
C 3.28097 2.14832 -0.78556 -0.05 -0.15 -0.10
H -3.31420 -1.92244 3.32764 0.00 0.10 0.10
H -4.75238 -0.92923 1.27648 0.01 0.02 -0.06
C -0.69207 1.12529 -0.21641 -0.03 -0.96 -0.68
H -0.90037 -6.18786 0.74273 0.05 -0.16 -0.02
C -1.27618 -0.08723 0.08632 0.28 -0.45 -0.45
H 5.21363 0.28496 -1.97335 -0.16 -0.01 0.11
H 4.88998 -1.19042 -2.93289 -0.04 -0.13 0.01
H -3.59078 -2.97317 1.53712 -0.16 0.07 0.03
S -1.92858 2.54791 2.27955 -0.17 -0.19 0.23
C -2.39729 -4.71290 1.20437 0.19 0.08 -0.07
N -2.77923 -0.47732 1.84849 0.41 -0.92 -0.19
H 0.23629 2.99309 -0.69850 0.13 0.08 -0.24
H -1.71161 -1.15070 3.49808 -0.05 -0.08 0.08
C 3.18509 3.51482 -0.60128 -0.03 -0.08 -0.02
C 1.94726 2.34020 -2.79760 0.11 -0.01 0.11
C -2.62877 -3.34913 1.24188 0.36 0.27 -0.26
```
Positions in Å, forces in eV/Å.

***

Entry 4:
The following is a DFT calculation (ωB97M-V/def2-TZVPD) of a structure of composition C19H20BrClF5N5O5PtS.

Computed properties:
Orbital gap (alpha / beta): 8.1 / 5.8 eV
Strongest force on any atom: 2.02 eV/A
LUMO energy (alpha / beta): 0.04 / -3.10 eV
2S+1: 5
⟨S²⟩: 6.0331
Energy relative to the best compared isomer or geometry (same formula, charge and spin): 0.000 eV

The geometry in XYZ format:
```
58
Properties=species:S:1:pos:R:3:forces:R:3
H 0.58450 1.03177 -2.85857 -0.01 0.08 -0.01
N -0.62879 -0.82627 -3.91139 -0.04 0.03 -0.01
C -0.52464 3.17420 0.06062 -0.31 1.97 0.30
C 3.25926 -2.05606 0.91731 0.00 -0.06 -0.01
H -0.08459 3.79233 -1.97011 0.05 0.06 0.00
C 4.74638 -3.84949 0.38773 0.05 -0.02 0.03
O 1.00987 -0.79936 3.59134 -0.02 0.03 -0.04
H -1.87867 -0.18133 1.06602 0.03 0.07 0.01
H -2.53182 -1.27959 -2.72027 0.00 -0.02 0.00
C -2.30498 -0.71559 -0.78465 -0.07 -0.11 0.02
N -3.20232 -1.66508 -0.44048 -0.02 0.10 0.05
H -4.21668 -2.65541 1.07946 -0.01 0.01 -0.01
C -0.47016 4.12521 -1.01349 0.21 -1.14 0.10
H -4.11256 -0.90187 1.31394 0.01 0.01 0.00
F 0.56454 1.63150 5.26463 0.01 -0.02 -0.01
C 2.55854 -2.30011 -0.26055 0.00 0.07 0.17
C -3.89645 -2.46748 -1.43362 0.02 -0.05 -0.02
O -1.30714 -0.51116 2.82778 0.07 0.06 -0.06
H 4.90006 -2.67100 2.16793 -0.01 0.01 0.00
H -3.20705 -3.10722 -1.99172 0.00 0.01 0.00
F -0.93169 0.12464 5.68365 0.00 -0.02 0.02
Pt -0.04275 1.29702 -0.12926 -0.17 -1.16 -0.02
O 0.35754 1.21203 2.34506 -0.10 -0.06 -0.07
C 1.37242 -1.45101 -0.61597 -0.31 -0.11 -0.30
C -1.50704 4.96209 1.44248 -0.06 0.50 -0.41
H -2.69674 -1.92645 1.59649 0.00 -0.02 0.00
H 4.38125 -4.91332 -1.43144 -0.01 0.01 -0.01
H 3.95737 0.77045 -0.88619 -0.08 -0.01 0.02
F 3.63094 2.15672 -2.34969 -0.02 -0.03 0.02
Cl 6.13281 -4.82452 0.79035 -0.06 0.04 -0.02
C 2.95124 -3.33542 -1.09802 -0.01 0.01 -0.03
C -0.92759 5.40689 -0.89152 -0.32 0.40 0.53
N -1.74663 0.06579 0.08276 0.12 0.01 0.01
C -0.91509 -0.12692 -2.75674 0.23 0.01 -0.16
C -3.57460 -1.78756 0.96746 0.00 -0.01 0.02
S -0.04189 0.09916 3.21586 0.05 -0.11 -0.09
H -1.03460 3.01851 2.15774 0.02 0.06 0.03
C 4.05520 -4.11108 -0.78396 -0.01 -0.02 -0.04
H 0.16456 -0.45601 -4.41363 0.00 0.00 0.00
C -1.44671 5.82522 0.34480 0.18 -0.45 -0.12
C -1.02736 3.68580 1.30612 0.39 -0.95 -0.39
N -0.29228 0.92030 -2.36159 0.07 0.06 0.22
H 2.38205 -3.52101 -1.99900 0.01 -0.01 0.00
O 0.55668 -1.84226 -1.45992 0.11 0.01 0.11
F -1.45538 1.88062 4.52828 0.03 -0.04 -0.01
H -0.49712 -1.81294 -3.71934 0.00 0.01 0.01
Br -2.04729 7.58496 0.52786 -0.10 0.25 0.02
H -0.89420 6.10220 -1.71844 0.01 -0.03 -0.02
H -4.47546 -1.85461 -2.13067 0.00 0.00 0.01
C 4.35590 -2.83688 1.24857 0.00 0.01 0.02
H -1.90685 5.31585 2.38240 0.01 -0.04 0.02
F 3.41771 0.01130 -2.69922 -0.07 -0.02 -0.01
O 1.31279 -0.34009 0.02592 0.14 0.42 0.13
N -2.04167 -0.62455 -2.13717 -0.13 -0.03 -0.03
H 2.91633 -1.27685 1.58498 0.02 0.02 0.01
H -4.59380 -3.12058 -0.92014 0.00 0.00 0.00
C 3.37946 0.97673 -1.78406 0.12 0.08 -0.05
C -0.48478 0.97779 4.76325 -0.05 0.16 0.07
```
Positions in Å, forces in eV/Å.